106
Properties=species:S:1:pos:R:3:forces:R:3:mulliken_charge:R:1 method="wB97M-V/def2-TZVPD" multiplicity=1 orbital_gap_ev=9.59 homo_energy_ev=-9.15
C -8.024363 -0.718201 -0.461617 -0.1 -0.1 0.1 -1.398
C -6.512623 -0.589258 -0.630327 0.1 0.0 -0.1 -0.250
C -5.742485 -0.313565 0.668897 0.0 -0.1 0.2 -0.967
C -4.547880 0.618677 0.470543 0.1 0.0 0.0 0.445
C -4.944927 2.084043 0.219456 0.0 0.0 0.0 -1.449
C -4.099922 2.826770 -0.824071 0.0 0.0 -0.1 -0.294
C -2.822760 3.525490 -0.278011 0.0 0.2 0.0 -0.763
N -2.300920 3.034344 0.992837 0.0 0.0 0.0 -0.353
C -1.650607 3.655993 -1.288808 0.2 0.0 0.1 0.629
C -2.119043 4.154999 -2.682380 0.0 0.0 0.0 -1.461
C -1.198027 3.819853 -3.862996 0.0 -0.1 0.2 -0.795
C -0.989020 4.993840 -4.797485 0.6 -1.2 0.2 0.555
O -1.648825 5.969490 -4.826640 -0.9 1.4 0.0 -0.543
O 0.046394 4.861542 -5.652863 0.3 -0.3 -0.3 -0.517
O -0.847413 4.656612 -0.698331 0.0 0.0 0.1 -0.369
C 0.385782 4.976157 -1.317961 0.1 -0.3 -0.2 0.279
C 1.168248 5.853741 -0.363938 0.0 0.2 0.1 -1.090
C 1.856989 5.042747 0.736956 -0.1 -0.1 0.0 -0.330
C 3.187549 4.427518 0.282149 0.0 -0.1 0.0 -1.135
O -0.816399 2.507651 -1.341395 -0.1 -0.1 -0.5 0.064
C -1.296072 1.169391 -1.318165 -0.1 0.0 0.4 1.765
C -1.904248 0.669924 -2.623447 0.1 -0.1 0.0 -1.983
C -0.098576 0.317769 -0.917306 0.0 0.0 0.0 -1.053
C 0.563624 0.746508 0.387000 -0.1 0.0 0.0 0.159
C 1.765094 -0.130270 0.741303 0.0 -0.1 -0.1 -0.903
C 3.035548 0.226870 -0.055020 0.0 0.0 0.0 -0.321
C 3.444255 -0.758554 -1.161613 -0.2 -0.2 -0.1 -0.689
O 4.655227 -1.439083 -0.896308 0.1 0.0 0.0 -0.437
C 4.502621 -2.502738 0.017745 0.0 0.0 0.2 -0.342
H -8.406993 0.046716 0.221549 0.0 0.0 -0.1 0.337
H -8.549451 -0.609659 -1.413290 0.1 -0.1 0.0 0.378
H -8.296651 -1.692221 -0.044773 0.0 0.1 0.0 0.327
H -6.125073 -1.517306 -1.063917 0.0 0.1 -0.1 0.373
H -6.301537 0.204582 -1.357481 0.0 0.0 0.1 0.258
H -6.422584 0.111241 1.418409 0.1 0.0 0.0 0.463
H -5.371493 -1.259397 1.077936 -0.1 0.0 0.0 0.138
H -3.894848 0.544722 1.347548 0.0 0.0 -0.1 0.478
H -3.961641 0.242287 -0.378045 -0.1 0.0 0.0 -0.276
H -4.913014 2.626971 1.169528 -0.1 0.0 -0.1 0.268
H -5.986177 2.109394 -0.118724 0.1 0.0 0.0 0.529
H -3.856875 2.128681 -1.631786 0.0 0.0 0.1 0.179
H -4.729161 3.596034 -1.282286 0.1 0.0 0.0 0.538
H -3.085941 4.574420 -0.109207 0.0 -0.1 0.1 0.984
H -2.761636 3.467792 1.780747 0.0 0.0 -0.1 0.357
H -2.381952 2.031653 1.093235 0.0 0.1 0.0 -0.062
H -2.166503 5.243997 -2.606407 -0.1 -0.1 0.0 0.499
H -3.138608 3.832139 -2.893154 0.1 -0.1 0.0 0.754
H -1.603684 3.010681 -4.475803 0.0 -0.1 0.0 0.543
H -0.224111 3.466963 -3.514015 -0.1 0.0 0.0 0.357
H 0.430172 3.977941 -5.573738 0.0 0.1 0.0 0.375
H 0.226909 5.475758 -2.284609 -0.1 0.1 0.1 -0.031
H 0.947141 4.052458 -1.515433 0.0 0.1 0.0 0.098
H 0.472390 6.573485 0.078623 0.1 0.0 -0.1 0.426
H 1.908413 6.420190 -0.940627 0.0 0.0 0.1 0.409
H 2.019834 5.672214 1.615415 0.0 -0.1 0.0 0.473
H 1.166560 4.249816 1.046926 0.0 0.1 0.0 0.126
H 3.193118 4.258306 -0.800105 0.0 0.0 0.1 0.290
H 3.371804 3.460077 0.756475 0.0 0.1 0.0 0.219
H 4.036225 5.073902 0.517992 -0.1 0.0 -0.1 0.377
H -2.050695 1.047934 -0.530030 0.1 0.2 -0.1 -0.844
H -1.123515 0.433189 -3.353075 -0.1 0.1 0.0 0.419
H -2.601172 1.378242 -3.064323 0.0 0.1 0.0 0.368
H -2.465077 -0.249106 -2.425492 0.1 0.0 0.0 0.358
H -0.440405 -0.720446 -0.816227 0.1 0.0 -0.1 0.364
H 0.628555 0.354827 -1.741334 0.0 -0.1 0.1 0.282
H -0.175683 0.721444 1.196590 0.0 0.0 -0.1 0.270
H 0.884592 1.788531 0.292306 -0.1 -0.1 0.1 -0.366
H 1.959925 -0.058960 1.814889 0.0 0.0 -0.1 0.382
H 1.510366 -1.178660 0.534935 0.0 0.0 0.2 0.401
H 2.897947 1.216143 -0.504913 0.1 0.0 0.1 0.025
H 3.894632 0.310831 0.617993 -0.1 0.0 -0.1 0.520
H 2.641795 -1.498645 -1.317998 0.0 0.1 -0.1 0.365
H 3.603382 -0.243475 -2.111700 0.0 0.0 0.1 0.346
H 5.495030 -2.808307 0.350422 -0.1 0.0 -0.1 -0.031
H 3.927061 -2.199091 0.903199 0.1 0.0 -0.1 0.213
H 3.996073 -3.357937 -0.450127 0.0 0.1 0.0 0.276
C -4.197702 -5.807799 2.905425 0.0 0.0 0.0 -1.091
C -4.238242 -5.124819 1.549624 0.0 0.0 0.0 -0.351
O -3.982686 -3.731454 1.593810 0.0 0.1 0.0 -0.340
C -2.720376 -3.340955 2.105574 0.0 0.1 0.0 -0.167
C -1.534994 -3.873987 1.319540 0.0 0.0 0.0 -1.115
H -4.903377 -5.339014 3.592284 0.0 0.0 0.0 0.292
H -4.468345 -6.858538 2.794478 0.0 0.0 0.0 0.392
H -3.205119 -5.770174 3.355924 0.0 0.0 0.0 0.286
H -5.239057 -5.204048 1.124540 0.0 0.0 0.0 0.344
H -3.553646 -5.622309 0.852876 0.0 0.0 0.0 0.299
H -2.629110 -3.612546 3.163448 0.0 0.0 0.0 0.304
H -2.734067 -2.250897 2.057110 0.0 0.0 0.0 0.170
H -1.468759 -4.961814 1.360331 0.0 0.0 0.0 0.348
H -0.609527 -3.472075 1.734578 0.0 0.0 0.0 0.365
H -1.603433 -3.574969 0.272344 0.0 0.0 0.0 0.275
C 8.948064 -4.744435 0.362479 0.0 0.0 0.0 -1.055
C 8.550135 -3.706883 1.397661 0.0 0.0 0.0 -0.377
O 7.374184 -4.029473 2.120936 0.0 0.0 0.0 -0.393
C 7.413211 -5.228651 2.874425 0.0 0.0 0.0 -0.372
C 8.491205 -5.257835 3.943971 0.0 0.0 0.0 -1.028
H 8.133369 -4.914583 -0.342629 0.0 0.0 0.0 0.288
H 9.817888 -4.392057 -0.193208 0.0 0.0 0.0 0.391
H 9.213130 -5.699831 0.817097 0.0 0.0 0.0 0.267
H 8.315533 -2.763270 0.904038 0.0 0.0 0.0 0.361
H 9.384023 -3.511686 2.081520 0.0 0.0 0.0 0.342
H 7.510149 -6.098461 2.214331 0.0 0.0 0.0 0.313
H 6.429004 -5.289495 3.339738 0.0 0.0 0.0 0.320
H 9.494618 -5.222803 3.518190 0.0 0.0 0.0 0.268
H 8.410548 -6.180405 4.520284 0.0 0.0 0.0 0.387
H 8.378716 -4.413343 4.624978 0.0 0.0 0.0 0.291